Record 1
ORCA calculation (ωB97M-V/def2-TZVPD) on a 2-piece molecular cluster, C2H3BrFNO3 overall.

As for the SMILES: [O-]/[N+](O)=C(\F)Br.C=O. The calculation puts the orbital gap at 9.53 eV. Its spin multiplicity is 1.

Atoms and positions in Å:
O  0.2271  -2.1956  -0.5900
N  1.1107  -1.3321  -0.7724
O  1.3905  -0.9163  -2.0871
C  1.6802  -0.6422  0.1215
F  1.5947  -1.1283  1.3377
Br  3.1381  0.4551  -0.1713
H  0.7264  -1.2340  -2.6237
C  -0.5185  0.6858  0.8125
O  -1.4177  0.6891  0.0143
H  0.3887  1.4262  0.7275
H  -0.3724  -0.1510  1.4158

Cartesian forces, eV/Å:
O 0.70 0.32 -0.28
N -2.44 -1.00 -2.36
O 3.07 1.35 2.46
C 2.20 0.28 1.03
F -0.14 -0.02 0.67
Br 0.03 0.31 -0.07
H -2.91 -1.54 -1.55
C 1.15 1.59 -2.56
O -0.07 0.58 0.31
H -1.58 -0.56 0.46
H -0.01 -1.31 1.88

***

Record 2
ORCA calculation (ωB97M-V/def2-TZVPD) on C12H23F3NO5P2SSr as an isolated structure.

The calculation puts the orbital gap (alpha / beta) at 6.74 / 4.06 eV. Its spin multiplicity is 1. Its net charge is +1.

Atoms and positions in Å:
Sr  0.1288  1.8049  0.6710
P  2.5839  -1.2698  0.6977
C  2.3725  -1.8221  -0.9647
C  1.1953  -1.6139  -1.6958
N  0.0550  -0.9310  -1.2630
C  -1.1306  -1.2570  -1.8155
C  -1.2458  -2.2639  -2.8064
C  -0.1060  -2.8014  -3.3720
C  1.1191  -2.3451  -2.9299
C  -2.5432  -0.6984  -1.3267
P  -2.5873  1.0184  -0.5724
H  2.0360  -2.7177  -3.4101
H  -2.2333  -2.5739  -3.1161
H  -0.1719  -3.5547  -4.1678
H  -3.2618  -0.7423  -2.1748
H  -2.9319  -1.3965  -0.5562
H  3.3898  1.4942  -2.0209
H  3.2122  -2.0685  -1.6290
H  0.4511  4.6500  -0.4422
O  2.7276  2.1758  -1.7940
H  1.9638  2.2951  -2.3806
H  -0.4583  3.1212  3.5793
O  -0.2880  4.3623  -0.9911
H  -0.9146  4.6895  -0.3024
C  -3.1500  1.9871  -2.0188
H  -4.1119  1.6533  -2.4273
H  -3.2514  3.0261  -1.6863
H  -2.3916  1.9522  -2.8081
C  -4.1485  0.9727  0.3790
H  -4.0642  1.7687  1.1252
H  -5.0334  1.1802  -0.2320
H  -4.2927  0.0299  0.9147
C  2.4673  -3.1266  1.0300
H  3.4280  -3.6150  0.8021
H  2.0895  -3.4190  2.0158
H  1.7521  -3.4635  0.2571
C  4.4478  -0.9312  0.9630
H  4.6531  -0.6246  2.0092
H  5.0974  -1.7973  0.7629
H  4.7662  -0.0896  0.3247
F  0.4565  -0.7506  5.4586
C  0.4146  0.3929  4.7713
F  0.7791  1.3741  5.6380
F  1.3038  0.2888  3.7597
S  -1.1390  1.0928  3.8195
O  -1.2335  0.2713  2.5650
O  -2.2485  1.9266  4.1709
O  0.0467  2.3455  3.1896

Cartesian forces, eV/Å:
Sr -0.02 -1.63 0.59
P 0.95 -0.60 1.22
C 0.69 2.76 -2.23
C -1.12 -0.29 -1.30
N -0.59 -0.28 0.32
C -0.50 -0.22 0.14
C -0.13 0.48 0.52
C 0.16 0.16 -0.58
C 0.31 -0.66 0.30
C 1.22 -0.19 0.03
P -0.51 -0.83 -0.82
H -0.41 0.17 0.45
H 0.01 -0.05 -0.05
H 0.04 0.48 0.29
H 0.54 0.08 0.49
H 0.37 0.31 -0.33
H -1.12 0.46 -0.51
H -0.16 -0.42 0.60
H 1.28 0.27 -0.84
O -0.23 0.26 1.08
H 1.02 -0.72 -0.40
H 1.12 -0.83 -0.63
O -0.41 -0.11 2.42
H -0.74 -0.22 -1.27
C 0.26 0.35 -0.11
H 0.24 -0.05 0.18
H -0.05 -0.06 -0.23
H -0.12 0.08 0.07
C -0.01 0.25 0.51
H -0.21 -0.16 0.07
H 0.27 -0.14 -0.06
H 0.18 0.17 -0.06
C -0.39 -0.21 0.47
H -0.29 0.26 0.21
H 0.25 0.13 -0.11
H 0.19 -0.21 0.75
C -0.35 -0.01 -0.12
H -0.46 -0.17 -0.52
H -0.37 0.20 -0.13
H -0.16 -0.31 0.17
F -0.86 0.48 -0.62
C 2.92 0.43 0.57
F 0.07 -0.51 -0.46
F 1.26 -0.38 0.29
S -2.26 -3.88 -0.15
O 1.07 1.48 -0.39
O -0.83 2.75 -0.49
O -2.09 1.10 0.64

***

Record 3
ORCA calculation (ωB97M-V/def2-TZVPD) on C6N3PdS3Se as an isolated structure.

The calculation puts the orbital gap (alpha / beta) at 5.40 / 6.17 eV. As for the expectation value of S²: 0.7711. Its spin multiplicity is 2. Its net charge is -2.

Atoms and positions in Å:
Pd  -0.6414  -0.9288  0.2961
S  1.6827  -0.5617  -0.1767
C  1.7010  1.1540  -0.4133
C  2.9629  1.7366  -0.8415
N  3.9743  2.1722  -1.1783
C  0.6260  1.9597  -0.2360
S  -0.9149  1.4097  0.3534
C  0.7392  3.3805  -0.5118
N  0.8297  4.5093  -0.7233
S  -3.9702  -1.1016  0.5262
C  -2.5272  -1.2109  -0.0638
Se  -0.3560  -3.1387  1.5101
C  -1.6588  -4.3023  0.9023
N  -2.4472  -5.0780  0.5566

Cartesian forces, eV/Å:
Pd -0.46 0.11 -0.38
S 0.17 -0.09 0.15
C 0.79 0.04 -0.23
C -0.66 -0.31 0.23
N 0.16 0.06 -0.05
C -0.25 0.80 0.02
S -0.11 -0.05 -0.24
C 0.04 -0.73 0.17
N -0.05 0.17 -0.03
S -0.35 0.02 -0.01
C 0.63 0.08 0.45
Se -0.08 -0.24 -0.16
C 0.11 0.12 0.05
N 0.04 0.03 0.03

***

The records above yield F_max values of 4.16 4.49 0.84 eV/Å, respectively.
The records above yield energy above the lowest of the compared OMol25 structures with the same formula, charge and spin values of 0.972 7.724 0.167 eV, respectively.
The records above yield energy values of -3032.167829 -2312.882714 -4116.847961 Eh, respectively.